# 1
Formula: C15H22NO
Source: OMol25
Level of theory: ωB97M-V/def2-TZVPD

Structure (XYZ):
```
39
Properties=species:S:1:pos:R:3:forces:R:3
C -1.2812 1.1161 -0.5888 0.601 -0.300 -0.869
C -0.2404 0.5888 0.3718 0.091 -0.205 -0.053
C 0.4470 1.6075 1.2252 -0.633 -0.114 1.153
C -0.1037 -0.7601 0.6827 -0.278 0.418 0.203
N -0.2545 -1.2471 1.9539 0.844 0.209 -0.571
C 0.0128 -2.6749 2.1806 -0.306 0.027 0.306
C -0.0044 -2.9861 3.6717 -0.352 0.071 0.545
O -1.1961 -2.4861 4.2933 0.419 0.184 -0.370
C -1.3673 -1.0781 4.1638 0.044 -0.249 0.274
C -1.3530 -0.6328 2.7161 -0.188 -0.146 -0.004
H -0.8744 1.8571 -1.2884 -0.124 0.142 0.023
H -1.7277 0.3146 -1.1883 0.052 0.052 0.061
H -2.1107 1.6260 -0.0788 0.242 -0.244 0.234
H 1.1293 2.2263 0.6459 0.023 0.143 -0.312
H -0.2616 2.2905 1.7017 0.067 0.213 0.129
H 1.0566 1.1461 2.0145 -0.204 0.058 -0.183
H 0.2004 -1.4844 -0.0771 -0.985 -0.370 -0.116
H -0.7619 -3.2920 1.6949 0.150 0.189 -0.040
H 0.9957 -2.9344 1.7780 -0.163 0.070 -0.048
H -0.0736 -4.0734 3.8441 0.345 0.459 -0.185
H 0.9044 -2.5783 4.1661 -0.463 -0.139 -0.161
H -2.3750 -0.8876 4.5647 0.502 0.145 0.044
H -0.6056 -0.5217 4.7479 -0.253 -0.336 -0.142
H -1.2412 0.4539 2.6770 -0.137 -0.228 0.049
H -2.3233 -0.9075 2.2563 0.401 0.062 -0.018
C 1.4804 0.8511 -1.9292 0.713 -0.075 0.441
C 1.3425 2.1788 -2.3332 -0.240 0.540 0.033
C 0.9290 2.6886 -3.5606 0.023 0.330 0.465
C 0.5254 1.9994 -4.6993 -0.163 -0.221 -0.487
C 0.4729 0.6222 -4.8935 -0.124 0.357 -0.379
C 0.7796 -0.3904 -3.9917 0.019 -0.567 0.386
C 1.1919 -0.2894 -2.6641 -0.254 -0.436 -0.237
H 1.9380 0.6926 -0.9498 -0.310 0.051 -0.351
H 1.5415 2.9294 -1.5591 0.167 -0.286 -0.378
H 0.9186 3.7836 -3.6307 -0.051 -0.460 0.011
H 0.2020 2.6150 -5.5472 0.205 -0.248 0.330
H 0.1329 0.2909 -5.8810 0.152 0.139 0.361
H 0.6795 -1.4168 -4.3668 -0.044 0.453 0.127
H 1.2752 -1.2374 -2.1229 0.212 0.312 -0.272
```
Positions in Å, forces in eV/Å.

Its spin multiplicity is 1. Its charge is +1.

***

# 2
Formula: H11O5
Source: OMol25
Level of theory: ωB97M-V/def2-TZVPD

Structure (XYZ):
```
16
Properties=species:S:1:pos:R:3:forces:R:3
O -1.2535 0.2004 -3.4737 -0.628 -0.611 -0.084
H -1.6310 0.8710 -4.0593 0.209 0.263 0.195
H -1.7257 -0.6031 -3.7682 0.418 0.263 0.274
O 0.9320 1.5469 4.7471 -0.039 0.073 -0.025
H 0.5686 0.6711 4.9127 0.104 0.142 0.272
H 1.0399 1.9706 5.6109 -0.076 -0.250 -0.242
O -1.3659 -0.5196 1.1281 -0.317 0.042 1.067
H -2.1207 0.0563 1.3018 -0.268 0.249 -0.686
H -1.1637 -0.7155 2.0625 0.664 -0.425 -0.625
O 2.1059 -1.6953 -1.4065 -0.900 0.470 0.073
H 2.4490 -1.2621 -0.6186 0.384 -0.080 -0.020
H 2.4678 -1.2259 -2.1621 0.435 -0.061 -0.090
O -0.2799 0.4407 -0.9802 0.743 -1.995 -0.960
H -0.9561 0.3320 -1.7042 -0.572 0.542 -0.370
H 0.4710 0.0195 -1.5121 -0.156 0.356 1.121
H -0.5375 -0.2385 -0.2314 -0.002 1.022 0.100
```
Positions in Å, forces in eV/Å.

Its spin multiplicity is 1. Its charge is +1.

***

# 3
Formula: C2H27N2O10
Source: OMol25
Level of theory: ωB97M-V/def2-TZVPD

Structure (XYZ):
```
41
Properties=species:S:1:pos:R:3:forces:R:3
C 1.5174 1.9307 0.6924 2.316 -0.133 -0.894
N 0.4078 1.0141 0.6412 0.162 -1.055 -0.194
C 0.5786 -0.1684 1.1914 -3.075 0.888 -0.519
N -0.3924 -1.1242 1.0853 0.421 0.028 0.629
H 1.3269 2.8201 0.1425 -0.926 1.050 0.188
H 2.3352 1.5580 0.0349 -0.420 -0.243 0.872
H 1.9231 2.1465 1.6959 -0.551 -0.182 -0.672
H -0.3454 1.2185 -0.0796 0.776 -0.412 0.885
H 1.4244 -0.3008 1.8735 -0.408 -0.199 -0.545
H -1.4113 -1.0683 0.8444 1.360 0.900 -0.030
H -0.1973 -1.9512 1.6149 0.026 -0.280 0.250
H 3.3852 0.5680 -2.1037 0.690 0.411 0.404
H 2.2099 0.0809 -2.7751 -0.806 -0.180 -0.685
O 2.4454 0.4874 -1.9450 0.137 0.178 -0.641
H -3.0339 -1.0434 -3.0100 0.720 -0.159 0.598
H -2.0803 -1.8590 -2.0036 -0.250 0.075 0.123
O -2.2528 -0.9929 -2.4233 -0.381 0.436 -0.640
H 4.4661 -0.1178 1.8808 -0.499 0.356 -0.522
H 5.0314 0.0406 0.5172 -0.201 0.292 -0.119
O 4.1890 0.1709 0.9830 1.211 -0.675 0.761
H -3.5660 0.6467 1.9152 -0.124 0.158 0.312
H -4.0259 0.3159 0.5011 0.909 -0.046 0.950
O -3.2198 0.3493 1.0753 -0.440 -0.902 -0.785
H 1.4195 -3.3742 -1.3547 -0.390 -0.447 0.269
H 0.9127 -2.7079 -0.1351 0.243 -0.847 -0.394
O 0.8025 -3.5589 -0.6245 0.256 0.869 0.190
H -1.2298 1.8692 -2.3993 0.238 0.858 -0.482
H -1.5582 0.5592 -1.8109 -0.179 0.376 0.460
O -1.3395 1.4920 -1.5339 -0.286 -1.418 0.038
H 2.1509 -0.7302 -0.9164 -0.065 -0.018 0.301
H 3.1616 -1.2581 0.0900 -1.604 -0.137 -0.001
O 2.1970 -1.3557 -0.1627 1.804 -0.146 0.106
H -3.6081 1.6457 -0.5583 -0.783 1.477 0.187
H -3.8385 3.0170 0.0948 0.031 0.055 -0.001
O -4.3237 2.2895 -0.3032 0.660 -0.846 -0.755
H -1.0029 -3.2603 -0.4072 0.360 0.142 -0.355
H -2.1222 -3.8675 -1.1375 -0.534 -0.565 -0.272
O -1.8912 -3.0396 -0.7272 -0.025 0.093 0.359
H 0.0336 1.8605 3.5768 -0.004 0.367 -0.144
H -0.6340 3.1279 3.0352 0.403 -0.191 0.008
O 0.1546 2.5699 2.9255 -0.773 0.072 0.759
```
Positions in Å, forces in eV/Å.

Its spin multiplicity is 1. Its charge is +1.

***

# 4
Formula: C10H12N2
Source: OMol25
Level of theory: ωB97M-V/def2-TZVPD

Structure (XYZ):
```
24
Properties=species:S:1:pos:R:3:forces:R:3
C -1.3523 -2.0891 -0.9731 2.679 1.197 -0.544
N -0.6760 -1.6574 0.0213 -1.514 -1.610 -0.400
C 0.4930 -0.9342 0.0090 0.056 -0.149 -0.487
C 1.1751 -0.9136 1.2281 -2.249 -1.410 0.742
C 2.3097 -0.2044 1.3051 1.103 1.567 0.540
C 2.8042 0.5885 0.3138 -3.010 -1.738 -3.743
C 2.1396 0.4816 -0.9466 0.147 -0.532 1.066
C 0.9195 -0.2380 -1.1121 2.876 0.818 1.283
H -0.9768 -2.0150 -2.0525 -0.789 -0.161 1.272
H -2.2924 -2.4617 -0.6867 -1.153 -0.988 -0.360
H 0.6588 -1.4314 2.1161 1.200 0.702 -1.536
H 2.9037 -0.0591 2.1322 0.693 -0.530 2.598
H 3.6737 1.1403 0.3801 1.659 0.961 0.316
H 2.7318 0.8270 -1.7615 -0.322 0.720 -0.914
H 0.4199 -0.2548 -2.0512 -0.336 -0.112 -0.498
C -1.1259 2.1685 -0.0600 1.409 -2.673 -2.993
C -1.7709 1.0050 0.5046 -3.003 -2.579 1.014
C -1.9792 -0.0876 1.1886 -0.792 4.756 -3.732
N -2.9986 0.1211 0.0497 0.091 2.387 3.773
H -1.0839 3.0717 0.4268 -0.214 1.871 1.576
H -1.5126 2.3346 -1.1128 0.473 -0.151 1.210
H -0.0915 1.7214 -0.1369 -0.510 1.278 -0.285
H -1.6297 -0.6821 1.9169 0.364 -2.057 2.354
H -2.7392 -0.4312 -0.6989 1.143 -1.568 -2.252
```
Positions in Å, forces in eV/Å.

Its spin multiplicity is 1. Its charge is 0.

***

HOMO energy / eV: -9.91, -14.00, -13.09, -7.67
Energy above the lowest of the compared OMol25 structures with the same formula, charge and spin / kcal/mol: 111.6, 35.0, 14.5, 143.4